Entry 1:
26
Properties=species:S:1:pos:R:3:forces:R:3 method="wB97M-V/def2-TZVPD" e_tot_ev=-89233.275 e_lumo_ev="-8.1 / -11.3" orbital_gap_ha="0.28030 / 0.16552" de_lowest_ev=0.799 multiplicity=3 charge=+2
O -0.00024 3.50049 -1.41963 0.111 -5.469 0.179
C 0.02389 2.33230 -1.37730 -0.110 5.419 -0.174
Pt 0.09894 -1.46345 -0.42908 0.237 0.684 0.360
C 1.95540 -0.81521 -0.94996 7.955 -0.369 -1.351
C -1.81883 -0.88058 -0.79573 -6.320 0.037 -0.430
O 3.11060 -0.68924 -1.24055 -7.978 -0.399 1.842
O -2.96104 -0.68078 -0.98274 6.262 -0.708 0.873
C 1.97928 -0.44207 3.29984 0.658 0.231 -0.348
N 0.65947 -0.82728 3.80283 -0.171 -0.023 -0.940
C -0.17771 -1.71339 3.18541 -0.366 3.176 2.405
Se 0.31325 -2.86828 1.78078 -0.334 0.660 -1.339
N -1.38404 -1.50852 3.78618 -0.395 -1.273 -0.973
C -1.33289 -0.57088 4.83091 0.981 -0.691 0.274
C -2.11614 -0.39318 5.97737 -0.380 0.489 0.296
C -1.59231 0.37139 7.03144 -0.062 -0.297 -0.774
C -0.27846 0.88315 6.97969 0.889 0.022 -1.022
C 0.54874 0.62775 5.86620 -0.327 0.370 0.408
C -0.02267 -0.09640 4.81065 0.790 -1.029 0.004
H 2.55299 -1.33242 2.96393 -0.350 0.516 0.366
H 2.53422 0.06429 4.11734 -0.306 -0.458 -0.682
H 1.86952 0.26279 2.43355 0.047 -0.533 0.832
H -2.20631 -2.01364 3.46466 0.061 0.113 0.481
H -3.09323 -0.85969 6.04004 0.036 0.165 0.110
H -2.17470 0.57040 7.93204 0.018 -0.253 -0.364
H 0.12157 1.46222 7.82155 -0.219 -0.334 -0.410
H 1.60361 0.93652 5.79396 -0.728 -0.048 0.374

Entry 2:
174
Properties=species:S:1:pos:R:3:forces:R:3 method="wB97M-V/def2-TZVPD" e_tot_ev=-308689.174 e_lumo_ev="1.1 / 2.1" orbital_gap_ha="0.17268 / 0.24153" de_lowest_ev=0.754 multiplicity=6 charge=-1
Mn 2.01064 0.20574 -0.03378 0.448 -0.663 1.696
C -2.67295 -3.00531 -6.06787 -0.011 -0.036 0.065
C -2.72696 -3.05058 -4.56323 -0.006 -0.001 -0.068
C -3.73452 -2.39495 -3.86977 -0.002 -0.010 -0.014
C -3.85140 -2.49454 -2.48816 0.029 -0.108 0.011
C -5.03639 -1.89903 -1.77971 0.082 0.097 -0.016
C -2.89332 -3.22764 -1.77958 0.015 -0.048 -0.142
C -1.87036 -3.89920 -2.46202 0.083 0.085 0.098
C -0.88888 -4.75467 -1.70543 -0.130 -0.017 0.010
C -1.80550 -3.80188 -3.84579 0.006 0.063 -0.011
C -3.09744 -3.50825 -0.32853 -0.096 -0.191 0.082
C -3.93310 -4.59457 -0.06615 -0.009 0.044 -0.023
C -4.17749 -5.00911 1.22799 -0.042 -0.052 0.017
C -3.60130 -4.31642 2.27450 0.026 0.082 -0.011
C -2.79071 -3.20242 2.04737 -0.061 -0.217 0.001
C -2.51686 -2.80013 0.73069 0.429 0.339 -0.118
Ge -1.24161 -1.29504 0.39116 -0.526 0.553 0.073
S 0.80410 -1.87701 0.00766 0.031 -0.591 -0.306
S -1.92039 0.22087 -1.19169 0.004 -0.127 0.362
Ge -1.19965 1.68864 0.39999 -0.347 -0.445 -0.094
S 0.87923 2.18389 -0.07196 -0.411 0.866 0.040
S -1.42802 0.22345 2.07917 0.012 -0.033 -0.311
C -2.29533 3.32833 0.67125 0.275 -0.383 -0.157
C -2.04866 4.08974 1.82192 -0.026 0.151 -0.020
C -2.79813 5.23600 2.06567 -0.015 -0.061 0.011
C -3.78616 5.63161 1.17898 0.008 0.049 0.002
C -4.02828 4.87931 0.04339 0.034 -0.038 -0.031
C -3.29262 3.72328 -0.22394 -0.051 0.163 0.081
C -3.63577 2.99565 -1.47981 -0.044 0.036 -0.192
C -2.87145 3.17488 -2.63631 -0.080 0.063 0.108
C -1.60694 3.99072 -2.60846 -0.069 -0.090 0.036
C -3.28458 2.57012 -3.81903 0.000 -0.032 0.000
C -4.44219 1.81112 -3.88093 0.027 -0.036 -0.069
C -4.89580 1.19470 -5.17799 -0.027 0.036 0.069
C -5.18957 1.64598 -2.72163 0.007 -0.026 0.024
C -4.79717 2.21401 -1.51956 0.030 -0.007 0.026
C -5.59604 1.96699 -0.26669 0.036 0.022 -0.066
C -0.96885 3.70345 2.77472 0.066 0.034 0.155
C -1.25324 2.93799 3.90628 -0.035 0.106 -0.060
C -2.66478 2.57449 4.28727 0.084 -0.016 -0.020
C -0.20098 2.51966 4.71731 0.025 -0.028 -0.025
C 1.10972 2.86742 4.44125 0.040 0.043 0.119
C 2.24893 2.34700 5.27330 -0.047 -0.010 -0.071
C 1.36185 3.70883 3.36101 -0.033 0.016 -0.041
C 0.34425 4.13924 2.52772 -0.008 0.012 0.017
C 0.62765 5.08236 1.38839 -0.075 0.010 0.079
C -2.29852 -2.54414 3.29470 0.022 0.086 0.132
C -1.02217 -2.79389 3.79849 -0.088 -0.059 -0.182
C -0.00633 -3.58838 3.02261 0.034 0.092 0.099
C -0.67266 -2.27288 5.04253 0.058 -0.071 -0.048
C -1.56193 -1.52839 5.79595 0.001 0.017 0.012
C -1.18090 -0.97970 7.14559 -0.065 -0.004 0.021
C -2.83424 -1.29555 5.28134 0.012 0.061 -0.073
C -3.21273 -1.78007 4.04081 0.061 0.026 0.001
C -4.57451 -1.45670 3.48649 0.033 -0.039 0.007
H -3.14038 -2.09669 -6.44782 0.006 0.008 -0.034
H -3.20499 -3.86091 -6.49172 -0.006 0.023 -0.032
H -1.64476 -3.04345 -6.42893 -0.019 0.014 -0.003
H -4.46824 -1.81524 -4.42175 0.008 -0.028 0.026
H -5.73498 -1.47010 -2.49727 -0.025 0.000 -0.017
H -4.72321 -1.10569 -1.09986 0.036 0.046 0.086
H -5.55478 -2.66066 -1.19277 -0.016 0.069 -0.008
H -1.40617 -5.57845 -1.20917 -0.001 -0.032 0.024
H -0.38722 -4.17147 -0.92910 0.033 -0.071 -0.042
H -0.13529 -5.17012 -2.37355 -0.045 -0.001 0.017
H -1.02524 -4.33570 -4.37845 0.043 0.011 0.019
H -4.38352 -5.11359 -0.90509 0.025 -0.023 0.004
H -4.81176 -5.86588 1.42149 0.011 -0.004 -0.011
H -3.76657 -4.63095 3.29853 -0.035 0.028 -0.001
H -2.59756 5.81160 2.96206 0.008 0.007 -0.012
H -4.36038 6.53019 1.37043 -0.007 -0.009 -0.008
H -4.78433 5.18848 -0.66954 -0.028 -0.015 0.025
H -1.68248 4.81684 -1.90149 0.051 0.021 -0.006
H -1.37966 4.39450 -3.59562 -0.003 0.011 0.007
H -0.76353 3.36625 -2.29547 0.017 0.059 0.036
H -2.68633 2.70036 -4.71570 -0.011 0.012 0.003
H -4.06747 1.11120 -5.88183 -0.011 -0.023 -0.016
H -5.67508 1.80497 -5.64132 0.010 -0.014 -0.039
H -5.31284 0.19975 -5.01300 0.012 0.028 -0.027
H -6.09791 1.05247 -2.75402 0.026 -0.042 0.020
H -6.28184 1.13131 -0.40787 -0.003 0.007 0.000
H -6.18041 2.84819 0.00766 -0.001 -0.008 0.056
H -4.93532 1.73723 0.57158 -0.025 -0.021 0.012
H -3.38530 2.92767 3.55197 -0.037 -0.044 0.029
H -2.91530 3.01649 5.25578 -0.018 -0.005 -0.027
H -2.76497 1.49389 4.37402 -0.039 -0.118 0.021
H -0.41763 1.88506 5.57162 0.000 -0.005 0.008
H 1.88559 1.83643 6.16553 0.022 -0.008 0.023
H 2.91556 3.15508 5.57970 0.005 -0.010 0.022
H 2.83718 1.63777 4.68510 0.016 0.009 0.038
H 2.38269 4.01261 3.15341 -0.006 -0.013 -0.026
H 1.69478 5.29021 1.31552 0.005 -0.021 -0.019
H 0.09313 6.02430 1.53349 0.023 0.047 -0.007
H 0.29650 4.65660 0.43995 0.013 0.123 0.024
H -0.48275 -4.29400 2.34222 0.044 -0.031 -0.020
H 0.65719 -4.13179 3.69640 -0.016 -0.020 0.018
H 0.61584 -2.91819 2.42046 -0.031 -0.092 0.065
H 0.32230 -2.47449 5.42426 -0.317 -0.128 -0.152
H -0.10708 -1.06055 7.31479 -0.495 0.062 0.224
H -1.69329 -1.52343 7.94282 0.018 0.007 0.026
H -1.46770 0.07065 7.22773 0.009 0.012 0.032
H -3.54447 -0.71545 5.86279 -0.002 0.057 -0.025
H -5.05822 -0.68429 4.08492 0.001 -0.004 -0.005
H -5.21846 -2.33866 3.47382 -0.037 0.014 -0.024
H -4.49047 -1.09866 2.45792 -0.016 0.023 0.006
S 2.11444 0.31586 2.18242 0.359 0.100 0.670
C 3.51339 -0.80659 2.29469 -0.892 0.720 -0.229
N 3.72693 -1.51778 3.37743 0.517 -0.387 0.088
N 2.82655 -1.40290 4.36287 -0.337 0.165 0.224
C 2.98952 -2.06029 5.55694 0.308 -0.142 -0.008
C 4.06245 -2.94349 5.75633 -0.054 0.052 -0.139
C 4.19421 -3.61282 6.95762 -0.091 0.035 0.063
C 3.27830 -3.42451 7.98718 0.064 -0.086 0.069
C 2.22592 -2.53965 7.79734 0.017 0.025 -0.020
C 2.07974 -1.85882 6.60148 0.315 0.227 0.059
N 4.41385 -0.85751 1.32943 0.700 -0.423 -0.138
N 4.19036 -0.23438 0.15608 -0.651 0.084 0.348
C 5.41465 0.00434 -0.47521 0.162 0.117 0.038
C 5.55736 0.05831 -1.86882 0.006 0.129 0.084
C 6.78992 0.28160 -2.46127 0.020 0.074 -0.058
C 7.92814 0.47572 -1.69512 0.037 0.003 -0.009
C 7.80776 0.42565 -0.31068 0.038 0.003 -0.044
C 6.58645 0.19007 0.28970 -0.153 0.005 -0.041
H 2.02950 -0.78925 4.22179 -0.096 -0.056 0.028
H 4.76647 -3.08222 4.94963 0.016 -0.019 -0.005
H 5.02400 -4.29599 7.09366 0.006 0.006 -0.006
H 3.39009 -3.95662 8.92333 -0.022 0.014 -0.004
H 1.50858 -2.37642 8.59276 -0.028 0.023 0.011
H 1.26489 -1.15585 6.46989 0.550 -0.040 -0.117
H 4.70111 -0.10658 -2.50330 0.073 0.123 0.046
H 6.86535 0.29350 -3.54355 -0.034 0.002 -0.007
H 8.88676 0.65618 -2.16513 -0.004 -0.010 0.011
H 8.68353 0.57710 0.31007 -0.018 -0.010 0.018
H 6.50566 0.15074 1.36491 -0.014 0.003 0.027
C 2.60675 0.36038 -5.95667 -0.054 -0.072 0.197
Si 1.09894 0.58372 -4.84780 -0.632 0.016 -0.481
C 0.36249 2.27488 -5.25078 0.157 -0.129 0.316
C -0.24015 -0.68964 -5.22830 0.201 0.077 0.123
Sb 1.99006 0.32969 -2.47937 1.021 0.144 -2.481
Si 3.28791 2.74459 -2.59090 0.165 0.110 0.133
C 4.46984 2.96171 -4.06700 -0.274 -0.202 0.225
C 4.19130 3.05293 -0.95053 -0.184 -0.218 -0.272
C 1.99256 4.13264 -2.73552 0.034 -0.449 -0.011
Si 3.21515 -2.06129 -2.94803 0.087 -0.290 -0.134
C 4.41663 -2.13408 -4.42908 -0.253 0.167 0.155
C 1.73214 -3.17753 -3.32611 0.176 0.332 0.075
C 4.14130 -2.80040 -1.47370 -0.351 0.271 -0.060
H 2.40336 0.73719 -6.96221 -0.066 0.027 0.003
H 2.89063 -0.68865 -6.03370 -0.038 0.058 -0.027
H 3.46265 0.90403 -5.55114 -0.023 -0.020 -0.072
H -0.15528 2.21552 -6.21121 0.014 -0.086 -0.028
H 1.13215 3.04434 -5.32596 -0.038 -0.021 -0.035
H -0.35949 2.57487 -4.49019 0.028 0.012 -0.076
H -0.90671 -0.31906 -6.01125 0.033 0.043 -0.017
H -0.84433 -0.89651 -4.34190 -0.031 0.001 -0.016
H 0.19077 -1.63119 -5.57288 -0.011 -0.007 0.016
H 5.14955 2.11879 -4.18318 0.050 -0.039 0.011
H 5.07388 3.85725 -3.90055 -0.027 0.031 0.036
H 3.91423 3.09394 -4.99841 0.013 0.011 0.013
H 5.25112 2.80493 -0.99135 0.032 -0.036 -0.076
H 3.74315 2.44002 -0.16954 0.072 -0.001 0.160
H 4.07801 4.09462 -0.64069 -0.041 0.053 -0.144
H 1.26412 3.96535 -3.52808 0.049 0.080 0.095
H 2.49377 5.08511 -2.92797 0.144 -0.042 -0.018
H 1.45408 4.20612 -1.79099 0.000 0.048 -0.031
H 3.88119 -2.35010 -5.35553 0.050 -0.003 0.021
H 5.12258 -2.94847 -4.25061 -0.005 -0.019 0.055
H 4.99281 -1.21831 -4.56574 0.008 -0.020 -0.024
H 0.94189 -2.64771 -3.85675 -0.015 -0.063 -0.010
H 1.31149 -3.51159 -2.37977 0.015 0.026 0.015
H 2.02310 -4.05191 -3.91537 0.094 0.023 -0.002
H 5.13011 -2.36318 -1.33922 -0.071 -0.101 -0.045
H 4.24582 -3.88024 -1.61419 -0.062 -0.008 -0.217
H 3.58268 -2.64690 -0.55247 0.027 -0.057 0.075

Entry 3:
12
Properties=species:S:1:pos:R:3:forces:R:3 method="wB97M-V/def2-TZVPD" e_tot_ev=-7772.279 e_lumo_ev=0.4 orbital_gap_ha=0.38390 de_lowest_ev=1.247 smiles="CNC=O.O"
C 0.60581 1.51279 0.77017 0.278 -0.730 -1.964
N 0.30648 1.48614 -0.59264 -0.120 -0.228 0.789
C 1.08395 0.63492 -1.46862 1.197 -0.356 0.410
O -0.21352 1.67557 1.62286 -0.029 0.359 0.754
H 1.68856 1.29197 0.86270 -0.087 0.279 0.741
H -0.69030 1.39056 -0.72008 -0.124 0.288 -0.148
H 0.57325 -0.30790 -1.65510 -0.123 0.096 -0.452
H 1.43985 1.13980 -2.35694 -0.563 0.068 -0.505
H 2.04367 0.32633 -1.01625 -0.427 0.233 0.372
H -1.34939 -4.73293 -0.52068 -0.016 -0.064 0.006
H -1.21386 -3.25040 -0.27014 0.315 0.777 -0.310
O -1.56860 -4.04054 0.10865 -0.301 -0.721 0.307